1.
Molecular formula: C32H27N2OReSe
Method: DFT, ωB97M-V/def2-TZVPD

Geometry as XYZ:
```
64
Properties=species:S:1:pos:R:3:forces:R:3
Re -0.55292 0.41583 -0.32013 -0.845 3.507 -1.119
O -1.27123 2.33188 -1.17017 -0.674 0.364 -0.143
C -2.24435 2.26796 -2.25000 -0.345 -1.165 -0.045
C -3.01552 0.95574 -2.02036 1.972 -0.615 -0.007
C -4.20712 0.75345 -2.66503 -0.093 0.992 -0.452
C -4.95078 -0.36207 -2.39142 -0.356 -1.366 0.752
C -4.40963 -1.27548 -1.46367 1.012 0.193 -0.686
C -3.08489 -1.18367 -1.02511 -0.926 0.980 0.077
N -2.34601 -0.06233 -1.34222 -1.893 0.029 -0.095
H -0.93136 3.22791 -0.94020 -0.111 -0.588 -0.269
H -1.67199 2.10740 -3.15618 0.113 0.321 -0.377
H -2.94453 3.12893 -2.40711 0.861 -0.591 0.758
H -4.49364 1.52007 -3.38732 -0.356 -0.201 0.364
H -5.94928 -0.56321 -2.82191 0.770 0.298 0.207
H -4.94190 -2.14943 -1.18737 -0.564 -0.556 0.257
H -2.71253 -1.93039 -0.28580 0.168 0.724 -1.021
Se 0.68716 1.85047 1.22924 2.724 0.317 0.383
C 0.70981 3.74264 0.82707 -0.111 1.028 -0.605
C 0.01259 4.61627 1.63859 -1.522 -0.692 0.677
C -0.08234 5.98228 1.35982 -0.270 -0.827 0.733
C 0.61746 6.50300 0.30213 0.241 0.221 0.247
C 1.40075 5.66819 -0.46151 1.467 -0.377 -1.367
C 1.47155 4.32041 -0.19710 -0.145 -1.758 0.358
H -0.56441 4.17491 2.46151 0.151 0.457 -0.166
H -0.72401 6.58976 1.99237 0.286 0.030 -0.093
H 0.64280 7.55984 0.18495 -0.147 0.642 -0.470
H 2.06622 5.96856 -1.29824 -0.710 0.414 0.782
H 2.15333 3.63499 -0.68654 0.032 0.374 -0.574
N -0.30707 -0.97404 0.71298 -0.444 -1.903 0.328
C -0.21029 -2.11223 1.34868 0.854 2.059 -0.287
C 0.77902 -2.96990 0.69367 1.909 -1.461 -0.073
C 1.18995 -2.87211 -0.66761 0.299 -0.736 0.904
C 2.14732 -3.76269 -1.20666 -1.011 1.693 -0.933
C 2.77351 -4.67189 -0.43099 0.799 -1.721 1.725
C 2.47279 -4.72386 0.94448 -0.078 -0.552 0.239
C 1.54696 -3.83915 1.51829 -0.642 -0.587 -0.365
C -0.92907 -2.24716 2.63151 -1.183 0.565 -0.720
C -1.70115 -1.12970 3.08816 0.975 0.052 1.776
C -2.48049 -1.28282 4.24515 0.085 -0.294 -1.204
C -2.80442 -2.54624 4.73399 1.745 0.613 -1.386
C -2.14384 -3.62203 4.19969 0.471 -0.512 -0.755
C -1.16790 -3.49624 3.19708 -1.168 1.167 0.567
H 0.84928 -2.03581 -1.23620 -0.524 0.035 -0.591
H 2.41946 -3.75844 -2.26355 -0.282 0.460 0.223
H 3.52361 -5.39220 -0.83782 -0.838 0.736 0.296
H 2.89448 -5.58422 1.50746 -0.120 1.139 -0.053
H 1.31534 -3.81506 2.59214 0.426 -0.392 -0.546
H -1.49385 -0.09458 2.76844 -0.175 -0.757 -0.175
H -2.92827 -0.45664 4.74085 -0.259 0.828 0.001
H -3.49911 -2.65507 5.49880 -1.104 -0.234 1.235
H -2.44869 -4.59605 4.49559 0.097 -0.756 0.353
H -0.69627 -4.32881 2.76630 0.390 -1.154 -0.231
C 1.26024 1.02925 -0.53718 -0.900 -1.108 1.299
C 2.45615 0.71153 -1.25018 -0.209 0.790 0.501
C 3.75598 0.91701 -0.76174 0.119 -0.214 0.691
C 4.84927 0.49739 -1.49051 0.010 -0.168 0.182
C 4.62097 -0.06520 -2.74799 1.691 0.355 -0.691
C 3.35718 -0.30856 -3.22647 -1.175 -0.524 -0.802
C 2.25647 0.08442 -2.48331 0.653 -0.905 0.178
H 3.85853 1.24402 0.27016 0.108 0.312 -0.222
H 5.86571 0.52087 -1.06948 -0.610 0.246 -0.323
H 5.49192 -0.25760 -3.39900 -0.541 -0.252 0.524
H 3.17549 -0.87765 -4.16388 0.387 0.626 0.698
H 1.28757 -0.32243 -2.69921 -0.483 0.403 -0.470
```
Positions in Å, forces in eV/Å.

Energy relative to the best compared isomer or geometry (same formula, charge and spin)   1.623 eV
Total charge   +2
Kohn-Sham gap (spin up / spin down)   5.83 / 5.81 eV

=====

2.
Molecular formula: C9H14Br2O3
Method: DFT, ωB97M-V/def2-TZVPD

Geometry as XYZ:
```
28
Properties=species:S:1:pos:R:3:forces:R:3
C -0.00141 -2.88037 2.95438 -1.027 1.421 -0.130
C -0.45090 -1.80882 2.30775 0.141 1.087 -1.021
C 0.50266 -1.37529 1.25133 -0.717 -0.016 -1.931
C -1.73575 -0.99235 2.24840 1.580 -0.889 3.328
C 1.03800 1.60374 -2.64424 1.139 -2.148 0.629
C 0.68637 2.00519 -0.08658 -2.413 1.809 -1.286
C -1.28722 1.18271 -1.59176 1.756 1.527 1.239
C 0.28129 1.16048 -1.36851 -1.891 0.746 -0.198
C 0.60870 -0.27452 -0.93587 0.301 -0.536 -0.142
O 1.58872 -1.85714 1.08149 0.945 -0.202 0.527
O 1.91853 -0.43324 -0.86482 0.901 0.245 -0.629
O -0.07497 -0.54800 0.27736 0.233 -0.661 0.963
Br -2.02962 2.88494 -2.20370 0.330 -0.320 0.056
Br -0.17972 -1.70312 -2.33344 0.407 0.448 0.700
H -0.64218 -3.39675 3.61221 -0.348 -0.637 0.891
H 1.02083 -3.11103 2.80335 0.609 -0.774 -0.073
H -1.43390 0.05319 2.19567 -0.657 -0.086 -0.276
H -2.32270 -1.39429 1.51546 -1.411 -0.224 -2.633
H -2.33929 -1.20759 3.13515 0.270 0.424 0.275
H 0.86146 0.93578 -3.54292 0.545 0.156 1.357
H 2.07873 1.60783 -2.23241 -0.409 -0.120 -1.329
H 0.82779 2.55125 -3.06500 -0.605 1.316 0.445
H 1.27123 1.47794 0.61867 0.520 -0.647 0.611
H 1.26798 2.90985 -0.38845 -0.665 -0.594 0.225
H -0.32868 2.32061 0.38833 2.024 -0.262 -0.507
H -1.76476 0.99657 -0.65844 -0.440 -0.105 0.662
H -1.54511 0.42685 -2.24961 -0.647 -1.034 -1.545
H 2.18391 -1.13441 -0.22378 -0.470 0.075 -0.208
```
Positions in Å, forces in eV/Å.

SMILES string   C=C(C)C(=O)O[C@@](O)(Br)C(C)(C)CBr
Energy relative to the best compared isomer or geometry (same formula, charge and spin)   0.098 eV
Total charge   0
Kohn-Sham gap   9.72 eV

=====

3.
Molecular formula: C8H14BrClO4PS
Method: DFT, ωB97M-V/def2-TZVPD

Geometry as XYZ:
```
30
Properties=species:S:1:pos:R:3:forces:R:3
C 3.25223 -0.59279 2.04540 -1.218 0.517 0.066
C 2.96446 0.99651 1.70827 3.647 5.027 3.843
O 3.64163 1.92757 2.42596 -4.771 -6.113 -4.800
O 1.99791 1.50868 0.72432 2.781 -2.553 0.642
C 2.10460 0.67625 -0.49488 -1.094 -0.583 -0.604
C 1.26847 1.39358 -1.73567 0.973 -0.003 -0.073
C 0.00292 0.45552 -2.19335 0.597 0.339 -0.325
C -1.43101 0.85787 -1.50760 -0.729 0.354 -2.173
S -1.67330 0.18479 0.24088 0.609 -1.544 0.068
C -2.07589 -1.64438 0.24433 -0.787 -2.601 -0.944
C -0.77975 -2.64399 0.33602 3.777 -2.534 6.645
O -0.23964 -3.04379 1.52087 -4.248 3.251 -8.412
Cl 0.05817 -3.38096 -1.18839 -1.696 1.477 2.034
P -3.47689 1.21233 0.92510 -2.517 0.813 1.323
O -4.14314 0.42565 2.33682 0.223 1.734 -2.548
Br -4.95094 0.87400 -0.82873 0.880 -0.294 1.126
H 4.03889 -0.61629 2.91140 -1.472 0.187 -1.990
H 3.54880 -1.23925 1.11435 -0.450 1.426 1.829
H 2.23816 -1.02699 2.47372 2.002 0.826 -0.930
H 1.53496 -0.32873 -0.25844 1.325 1.634 -0.517
H 3.23060 0.42955 -0.78844 -2.471 0.750 0.659
H 2.05057 1.49292 -2.62911 -1.947 -0.329 1.788
H 0.94832 2.50902 -1.48515 0.615 -2.485 -0.282
H -0.12978 0.57188 -3.36410 -0.067 -0.185 2.494
H 0.27179 -0.66814 -2.00284 -0.679 2.100 -0.343
H -2.31292 0.44797 -2.17790 1.709 0.697 1.564
H -1.58676 2.03387 -1.44753 0.457 -2.477 0.249
H -2.69518 -1.96548 -0.71208 1.337 0.949 1.819
H -2.76593 -1.90404 1.17633 1.720 0.885 -1.726
H -4.89132 1.05690 2.63047 1.497 -1.264 -0.482
```
Positions in Å, forces in eV/Å.

Energy relative to the best compared isomer or geometry (same formula, charge and spin)   3.385 eV
Total charge   +1
Kohn-Sham gap   7.67 eV